<w>
C2H4O2 in the gas phase. Source: the OMol25 dataset; level of theory: ωB97M-V/def2-TZVPD.

CARTESIAN COORDINATES (ANGSTROEM)
H1 0.9069 -1.6075 -0.2777
O1 0.2892 0.1026 1.7109
O2 -1.0486 1.0553 0.1364
C1 0.4523 -0.6007 -0.6198
C2 -0.1071 0.1678 0.5855
H2 -0.4404 -0.7612 -1.3998
H3 1.2590 0.0897 -1.0829
H4 -1.3114 1.5541 0.9472

Here is what Mulliken gives for the atomic charges, in e: 0.27 -0.52 -0.44 -0.73 0.60 0.26 0.22 0.34

<x>
C2H4O2 in the gas phase. Source: the OMol25 dataset; level of theory: ωB97M-V/def2-TZVPD.

CARTESIAN COORDINATES (ANGSTROEM)
C1 -0.1335 0.0103 0.0519
H1 1.7259 -1.1588 0.1888
O1 -1.2965 0.1108 0.3983
H2 -0.4518 0.8342 -1.7307
H3 0.7068 -0.9035 1.8123
O2 0.2136 0.2848 -1.2060
H4 1.4995 0.5519 1.1531
C2 0.9973 -0.4250 0.7878

Here is what Mulliken gives for the atomic charges, in e: 0.67 0.26 -0.57 0.35 0.27 -0.46 0.22 -0.74

<y>
C2H4O2 in the gas phase. Source: the OMol25 dataset; level of theory: ωB97M-V/def2-TZVPD.

CARTESIAN COORDINATES (ANGSTROEM)
C1 -0.6626 0.6648 0.0354
O1 -1.2909 -0.5897 -0.0412
H1 -1.0863 1.2881 -0.8264
O2 1.2813 -0.6123 0.0055
C2 0.8438 0.4990 -0.0114
H2 -0.9639 1.2205 0.9323
H3 1.6211 1.3404 -0.1190
H4 -0.5811 -1.2157 0.1545

Here is what Mulliken gives for the atomic charges, in e: -0.35 -0.51 0.23 -0.49 0.21 0.21 0.33 0.36

<z>
C2H4O2 in the gas phase. Source: the OMol25 dataset; level of theory: ωB97M-V/def2-TZVPD.

CARTESIAN COORDINATES (ANGSTROEM)
O1 1.7585 -0.5627 -0.0362
H1 1.6558 1.5458 0.0508
H2 -0.5745 -1.2295 -0.6450
H3 -1.1177 -0.7909 1.0831
O2 -0.1017 0.7248 -0.0325
C1 -0.9619 -0.3345 0.0238
C2 1.2558 0.4649 0.0510
H4 -1.9143 0.1820 -0.4949

Here is what Mulliken gives for the atomic charges, in e: -0.40 0.28 0.25 0.23 -0.26 -0.51 0.21 0.20

Most stable: <w>. Least stable: <z>.

<w>
A 2-piece molecular cluster, C2H4O2 overall. Source: the OMol25 dataset; level of theory: ωB97M-V/def2-TZVPD.

CARTESIAN COORDINATES (ANGSTROEM)
C1 -6.0412 1.2074 1.7259
H1 -6.3529 1.9717 2.4623
O1 -6.0924 1.3063 0.5378
H2 5.0365 -1.4791 -1.3141
O2 7.0030 -1.2165 -1.0754
H3 -5.6116 0.3204 2.2267
C2 6.0081 -1.1942 -1.7478
H4 6.0505 -0.9159 -2.8152

Here is what Mulliken gives for the atomic charges, in e: -0.03 0.21 -0.37 0.22 -0.37 0.20 -0.06 0.22

<x>
C2H4O2 in the gas phase. Source: the OMol25 dataset; level of theory: ωB97M-V/def2-TZVPD.

CARTESIAN COORDINATES (ANGSTROEM)
H1 -1.0059 1.1224 0.1309
H2 -0.3529 -1.3803 -0.8231
H3 1.4267 -0.4408 -0.2918
C1 1.1335 0.5370 -0.0224
O1 -1.3780 0.2557 -0.1388
O2 0.7717 1.6588 0.1824
H4 -0.2807 -1.1418 0.9687
C2 -0.3334 -0.6190 -0.0097

Here is what Mulliken gives for the atomic charges, in e: 0.34 0.31 0.42 0.19 -0.50 -0.48 0.29 -0.57

Most stable: <w>. Least stable: <x>.

<w>
A 2-piece molecular cluster, C2H4O2 overall. Source: the OMol25 dataset; level of theory: ωB97M-V/def2-TZVPD.

CARTESIAN COORDINATES (ANGSTROEM)
H1 -1.7632 1.6547 1.8383
C1 0.9170 -1.0052 -1.4802
O1 1.6461 -1.2289 -0.5263
C2 -0.9397 0.9940 1.4766
H2 -0.0997 0.8026 2.1860
O2 -0.8866 0.4870 0.3453
H3 1.0759 -1.3838 -2.5179
H4 0.0502 -0.3204 -1.3217

Here is what Mulliken gives for the atomic charges, in e: 0.25 0.03 -0.42 -0.11 0.23 -0.41 0.25 0.18

<x>
A 2-piece molecular cluster, C2H4O2 overall. Source: the OMol25 dataset; level of theory: ωB97M-V/def2-TZVPD.

CARTESIAN COORDINATES (ANGSTROEM)
H1 -4.6448 -3.5359 -2.2079
H2 -3.1970 -2.7114 -1.2924
H3 3.6005 3.6346 2.6869
C1 -3.8649 -2.7378 -2.1860
O1 4.8151 2.0065 2.6201
C2 3.8884 2.7000 2.1492
O2 -3.8865 -1.7901 -3.0161
H4 3.2892 2.4341 1.2461

Here is what Mulliken gives for the atomic charges, in e: 0.22 0.22 0.21 -0.02 -0.41 -0.02 -0.41 0.22

Most stable: <w>. Least stable: <x>.

<w>
C2H4BrCl3Si in the gas phase. Source: the OMol25 dataset; level of theory: ωB97M-V/def2-TZVPD.

CARTESIAN COORDINATES (ANGSTROEM)
H1 -0.4137 0.5619 -1.5859
Cl1 0.8557 -2.4830 1.2206
C1 -0.4135 0.2987 0.5402
Br1 -0.0274 2.2709 0.9186
H2 -1.1393 -0.0024 1.2420
Cl2 1.5619 -0.8858 -1.4862
H3 -1.4368 -0.7543 -0.9475
C2 -1.0882 0.3032 -0.8501
Si1 1.2172 -0.6788 0.5700
H4 -1.9080 1.0344 -0.9592
Cl3 2.7920 0.3352 1.3376

Here is what Mulliken gives for the atomic charges, in e: 0.48 -0.19 -0.16 -0.19 0.46 -0.28 0.34 -1.42 0.76 0.38 -0.19

<x>
A 2-piece molecular cluster, C2H4BrCl3Si overall. Source: the OMol25 dataset; level of theory: ωB97M-V/def2-TZVPD.

CARTESIAN COORDINATES (ANGSTROEM)
Br1 -0.2300 2.0831 -1.2063
H1 2.1083 0.1853 -1.0678
Cl1 -2.9889 0.7950 0.5300
Si1 -1.2977 -0.2762 0.7641
Cl2 -1.6788 -2.2409 0.2618
Cl3 -0.6419 -0.2663 2.6306
C1 1.4916 0.0056 -0.2804
H2 1.8841 0.9018 0.4722
C2 0.0358 0.2690 -0.5283
H3 -0.4426 -0.5381 -1.6997
H4 1.7600 -0.9182 0.1239

Here is what Mulliken gives for the atomic charges, in e: -0.10 0.46 -0.20 0.79 -0.25 -0.20 -1.33 0.28 -0.07 0.26 0.36

Most stable: <w>. Least stable: <x>.

<w>
C2H3N3O2 in the gas phase. Source: the OMol25 dataset; level of theory: ωB97M-V/def2-TZVPD.

CARTESIAN COORDINATES (ANGSTROEM)
N1 -0.0339 -0.4100 -0.0072
H1 1.9639 -0.8758 0.4687
N2 -1.8404 0.2544 -1.0381
O1 -0.7346 2.3921 -1.6708
H2 0.9372 -0.1883 1.9117
C1 0.8751 -0.8387 0.9536
O2 0.3239 0.8496 -0.4469
H3 0.5333 -1.7961 1.3396
N3 -1.2707 -0.6697 -0.3445
C2 -0.7538 1.2824 -1.1662

Here is what Mulliken gives for the atomic charges, in e: 0.64 0.22 -0.27 -0.52 0.27 -0.62 -0.24 0.32 -0.35 0.54

<x>
A 2-piece molecular cluster, C2H3N3O2 overall. Source: the OMol25 dataset; level of theory: ωB97M-V/def2-TZVPD.

CARTESIAN COORDINATES (ANGSTROEM)
H1 -1.0805 -0.8319 0.7793
H2 -0.6712 -0.6560 -0.9705
C1 -0.3750 -0.4063 0.0596
O1 -1.3434 1.6548 0.8877
N1 1.5093 -2.3105 -0.4884
H3 0.0544 2.7378 -0.6234
N2 1.2191 -2.5395 0.5668
O2 0.2335 1.7876 -0.7152
N3 1.0062 -0.5724 0.3498
C2 -0.5524 1.1365 0.1543

Here is what Mulliken gives for the atomic charges, in e: 0.29 0.27 -0.15 -0.50 0.00 0.35 0.01 -0.41 -0.32 0.46

<y>
C2H3N3O2 in the gas phase. Source: the OMol25 dataset; level of theory: ωB97M-V/def2-TZVPD.

CARTESIAN COORDINATES (ANGSTROEM)
C1 -0.6898 -1.0104 1.2225
O1 -1.6140 -0.0417 1.0013
N1 0.8849 1.0953 -1.1399
O2 -0.7484 -1.8524 2.0749
H1 0.4849 1.9523 -1.5005
N2 0.3028 -0.7695 0.2740
H2 1.1964 -1.2328 0.2518
C2 -0.0016 0.4201 -0.3339
N3 -1.1539 0.8761 0.0292
H3 1.3370 0.5536 -1.8645

Here is what Mulliken gives for the atomic charges, in e: 0.50 -0.14 -0.47 -0.55 0.27 -0.11 0.22 0.41 -0.39 0.25

<z>
C2H3N3O2 in the gas phase. Source: the OMol25 dataset; level of theory: ωB97M-V/def2-TZVPD.

CARTESIAN COORDINATES (ANGSTROEM)
H1 0.1451 -0.2091 -1.3684
O1 1.5446 1.3767 -0.8549
H2 -1.6625 0.1234 1.0575
N1 0.8192 0.9780 0.0052
C1 0.6861 -1.3396 0.3711
N2 1.1497 -2.3649 0.5530
N3 -1.3766 -0.1453 0.0479
C2 -0.0033 -0.2343 -0.2492
H3 -1.8726 0.3075 -0.6590
O2 0.5702 1.5076 1.0967

Here is what Mulliken gives for the atomic charges, in e: 0.38 -0.54 0.28 0.88 -0.04 -0.34 -0.52 0.18 0.25 -0.54

Most stable: <y>. Least stable: <z>.

<w>
A 2-piece molecular cluster, C2H3N3O2 overall. Source: the OMol25 dataset; level of theory: ωB97M-V/def2-TZVPD.

CARTESIAN COORDINATES (ANGSTROEM)
N1 -3.2060 -0.3403 -0.0559
H1 0.6349 1.3686 -0.4864
H2 1.8453 0.8482 0.4693
N2 0.8490 0.8430 0.3053
C1 0.1794 -0.3182 0.2968
O1 -4.0735 -1.1297 0.1115
O2 -2.1357 1.6109 -0.5073
C2 -0.6252 -1.1945 0.5497
H3 -1.3842 -1.9494 0.3265
N3 -2.9577 0.7744 -0.2466

Here is what Mulliken gives for the atomic charges, in e: 0.60 0.26 0.25 -0.43 0.28 -0.55 -0.50 -0.69 0.40 0.39

<x>
C2H3N3O2 as an isolated structure. Source: the OMol25 dataset; level of theory: ωB97M-V/def2-TZVPD.

CARTESIAN COORDINATES (ANGSTROEM)
H1 -2.4269 -0.8109 -0.1013
N1 0.6036 1.0329 -0.0155
N2 -1.7185 -0.0905 -0.1026
O1 2.7520 0.0892 -0.4857
H2 0.7861 2.0053 0.2006
O2 0.6235 -1.1930 -0.1344
C1 -0.5135 -0.4820 0.3789
C2 1.6162 0.2768 -0.2385
N3 -0.0591 -1.2293 1.2945
H3 -1.6794 0.4757 -0.9369

Here is what Mulliken gives for the atomic charges, in e: 0.26 -0.48 -0.49 -0.44 0.19 -0.33 0.98 0.52 -0.49 0.26

Most stable: <x>. Least stable: <w>.